Entry 1:
This record from OMol25 describes C57H54BrN6OP2S2Se2Si2W as an isolated structure in a non-equilibrium geometry. The level of theory is wB97M-V/def2-TZVPD.

Properties
E_tot ... -12110.07330 Ha
Gap between HOMO and LUMO ... 5.29 eV
F_max ... 3.5 eV Å⁻¹
HOMO ... -0.359 hartree
Charge ... +1
Relative energy (zero: lowest compared OMol25 entry of this formula, charge and spin) ... 285.9 kJ/mol

Geometry (Å):
H: -3.61964 5.80556 -0.01473
H: -8.45044 -0.33574 0.16227
H: -5.99344 -2.33714 -2.71443
C: -2.36814 -2.03624 3.38077
H: -3.62254 3.20786 -6.77583
C: 0.99726 -2.22604 -2.24733
C: 0.75096 2.30576 -6.23553
H: -5.39064 3.24016 -5.06283
S: -0.43624 0.74736 2.33207
H: 0.08246 3.68706 0.32627
C: 1.00946 2.06196 5.50217
N: 1.63546 -0.66484 2.92537
H: 1.67896 2.38646 3.48807
H: -2.03934 -4.70404 2.73067
H: 1.67626 0.31956 6.57177
H: -1.45804 5.45396 1.11837
H: -0.28224 5.69286 5.36477
C: -4.61074 2.49426 -5.01693
C: -5.14134 -0.61494 -1.77273
C: -1.24124 3.05146 -1.23193
C: 4.22726 -0.95864 2.91897
H: 5.82426 2.49576 3.57797
C: -2.08444 -5.55854 0.79097
H: -2.92034 -1.70274 2.50557
N: -1.39674 -1.22634 0.29577
C: 1.17836 2.81886 4.34957
C: -6.51054 0.50636 -0.15593
C: -2.63354 0.55776 -4.93793
H: 2.69026 -4.72224 0.23677
C: 0.09356 1.90956 -3.57563
Br: 4.90586 2.80396 -1.05523
H: 1.01216 2.46066 -7.27143
C: 4.40956 -1.03474 -2.01113
C: 0.39016 2.63376 6.60617
Se: -3.09674 -2.58684 -3.54963
H: 7.20406 1.50166 -2.34353
C: -2.34544 -0.38894 -1.44203
H: 1.31816 -3.02524 -2.90963
H: 2.67846 -4.48104 -1.48933
H: -5.39924 1.56556 -3.25663
C: 1.42116 0.63216 5.55967
H: 2.23746 0.40246 4.87447
H: 5.63416 -2.43664 -3.06543
C: -0.05984 3.93836 6.56387
C: 2.78386 -3.96624 -0.53763
C: 0.08736 4.67896 5.40287
H: 3.57836 -1.70924 -1.87253
N: 2.09396 -1.95544 2.62057
H: 0.11266 4.32496 -5.93093
P: -3.59134 -0.74364 -2.70733
C: 4.52686 1.37446 2.30887
H: 5.32076 -1.61264 4.63617
N: -2.46884 -1.25424 -0.41973
C: -3.61984 2.47256 -5.98533
P: -0.18604 1.68996 -1.79693
H: 3.79826 -3.57674 -0.50103
H: 0.83556 4.70496 3.39777
C: 5.70616 0.44856 4.19167
H: -1.95124 -6.16894 -1.26263
C: 6.59696 -0.52404 -2.79903
H: 7.51336 -0.80674 -3.29373
H: -6.65074 1.30046 0.56387
C: -3.60514 0.59906 -3.94363
C: -5.31864 0.41196 -0.84933
N: 4.23316 0.18806 -1.53223
C: -4.61354 1.55616 -3.99863
C: 0.24286 -3.63464 4.26927
H: 0.76856 -3.10224 5.05737
H: 0.70526 -0.12304 -3.88793
H: 0.26996 2.04396 7.50147
H: 1.30006 0.22996 -6.24483
H: -0.12334 -4.61854 -1.75533
C: -0.87514 3.84406 -0.15333
H: 4.68826 -3.61604 1.87697
C: 3.93266 0.13966 2.07427
H: 3.18496 -4.25804 2.59027
C: -6.15124 -1.53994 -1.99973
H: -1.89834 -0.23584 -4.92553
C: 5.55766 -1.43604 -2.67093
H: -8.13374 -2.15434 -1.47383
H: -0.07134 -2.09914 -2.41693
C: -1.07344 0.19626 -1.32523
H: 1.50176 -1.31434 -2.57373
W: 1.22826 -0.50794 1.02637
O: 3.06326 -0.02814 1.04747
H: -0.53424 -4.22374 4.74527
N: -0.51534 -0.37414 -0.20973
H: 6.37836 0.57606 5.02577
S: 0.01806 -0.46614 5.10187
C: 5.13186 -0.78854 3.96327
C: 0.26066 -0.71054 3.27917
C: -1.63534 -4.65744 1.73477
C: -1.73744 4.83526 0.28007
H: -2.88134 -2.90204 3.78107
H: -1.88374 1.45786 -6.72503
H: -4.25664 4.38916 -1.93713
H: 4.51106 -3.68274 3.61357
H: -0.43484 3.99336 -3.55523
Se: 1.68056 1.49096 -0.64993
C: 6.43336 0.75116 -2.28503
C: -0.06884 3.16786 -4.14813
C: -7.52204 -0.41594 -0.38353
H: -2.83824 -6.28164 1.05767
H: -2.42214 -1.24914 4.12757
C: -0.68604 -3.68174 1.43957
C: -0.55674 -4.62334 -0.76993
Si: -0.56534 -2.49044 2.94617
C: -2.45814 3.24436 -1.88023
C: 5.39646 1.52666 3.37447
C: 0.24976 3.35476 -5.48073
H: -0.52914 4.37066 7.43507
C: -2.63744 1.49556 -5.95283
C: 0.71256 4.12116 4.29957
C: 5.21776 1.04766 -1.68553
C: -1.57174 -5.51544 -0.49223
C: 0.91526 1.05396 -5.66213
H: 4.25636 2.20546 1.67207
C: 0.58486 0.85246 -4.33493
H: -4.52724 1.13006 -0.67353
C: 3.96656 -3.51144 2.68517
H: -2.71834 2.62646 -2.72813
C: -3.31244 4.23576 -1.43773
C: -2.95304 5.02886 -0.35713
Si: 1.39456 -2.61224 -0.36763
C: 3.38646 -2.14494 2.72117
H: 0.93416 -4.33884 3.81157
C: -0.09324 -3.70544 0.17067
C: -7.34364 -1.43774 -1.30293

---

Entry 2:
This record from OMol25 describes C10H13N6PdS2 as an isolated structure. The level of theory is wB97M-V/def2-TZVPD.

Properties
E_tot ... -1641.71913 Ha
Gap between HOMO and LUMO ... 6.04 eV
F_max ... 0.5 eV Å⁻¹
HOMO ... -0.109 hartree
Charge ... -1
Relative energy (zero: lowest compared OMol25 entry of this formula, charge and spin) ... 47.4 kJ/mol

Geometry (Å):
Pd: 0.07432 0.38391 0.98440
H: -2.80048 0.37494 3.36520
H: 2.86267 0.73723 -1.29478
H: 3.57265 2.60836 -2.76623
C: 2.12933 1.41665 -1.71552
C: 0.22482 3.05545 -2.69652
H: -2.83452 3.29772 3.28391
C: -2.39258 2.43495 2.78090
N: 0.86840 1.17282 -1.37393
H: -3.02042 2.17104 1.92582
C: -2.24697 1.23696 3.74253
C: -0.07725 1.99198 -1.84790
C: 2.52582 2.46203 -2.53675
S: 1.52465 1.63141 2.39071
H: -0.58269 -0.01193 3.78849
H: -0.87182 3.09693 1.46867
N: -3.01884 0.67986 -0.22629
S: -1.93255 -1.35420 1.28696
C: -3.14129 -0.34367 0.62251
C: 1.54151 3.29801 -3.04166
N: -1.01994 2.71496 2.39035
H: -2.27717 2.28412 -1.97790
C: -1.47865 1.75049 -1.45984
N: -4.44314 -0.50030 1.05362
H: -5.13404 -0.09980 0.43966
N: -0.81116 0.97273 3.77418
H: 1.79602 4.12923 -3.68814
H: -2.62201 1.47869 4.73988
H: -4.64946 -1.39484 1.46421
C: -0.19838 1.60147 2.65651
N: -1.72779 0.92255 -0.52312
H: -0.57719 3.68374 -3.06529

---

Entry 3:
This record from OMol25 describes a 2-piece molecular cluster, C23H38BrF4NO6P2S overall in a non-equilibrium geometry. The level of theory is wB97M-V/def2-TZVPD.

Properties
E_tot ... -5459.66137 Ha
Gap between HOMO and LUMO ... 3.65 eV
F_max ... 1.5 eV Å⁻¹
HOMO ... -0.215 hartree

Geometry (Å):
H: 0.11995 1.34038 3.58485
H: -2.17268 -1.51058 5.68054
C: -1.18866 -1.33559 5.25687
H: -2.67840 -3.22981 3.68932
H: -0.51625 -2.07265 -4.56027
F: 1.41344 0.36038 -6.04540
H: -0.10648 4.67138 0.79209
H: -1.90655 -1.64102 -6.69578
P: -2.86885 -0.21150 -2.07846
C: -1.03832 3.57556 2.35153
P: -3.46594 2.29287 -0.13768
H: -0.93262 -1.81215 -0.58075
Br: -2.56173 -2.35461 -2.49731
C: 3.54443 2.44471 0.67989
C: 2.28083 -0.67014 -6.06539
C: 1.30690 3.22953 1.42853
O: 4.13709 1.18027 0.42507
H: -3.26565 2.28503 -1.52539
O: -0.92618 -2.31116 4.27622
H: -0.49142 -1.38894 6.09194
C: 4.56799 1.00841 -0.86307
C: -0.11452 -3.37156 1.52692
C: -1.72497 1.17995 1.66702
H: -3.04046 2.76188 2.20956
C: -0.81306 -1.58396 -6.66126
H: 3.45392 -0.51338 -1.81744
H: 3.63864 2.59249 1.75169
H: -2.84678 3.45400 0.31538
C: -0.13861 3.63344 1.09727
H: 0.35314 -3.90826 0.71244
C: 4.42613 -0.37208 -1.35713
O: 1.06967 -2.82175 -5.60430
C: -1.17843 -0.98304 0.05651
C: -2.10632 -0.04126 -0.35522
H: 1.93097 3.07124 -0.58716
H: -2.12126 2.14109 3.49748
H: -1.61572 4.48527 2.43477
C: -2.05482 2.40029 2.45796
C: -1.81716 -3.41171 4.32685
H: 0.67375 -0.29191 3.58790
S: -5.24539 2.07149 0.52837
H: 1.06285 -1.80248 2.44780
H: -0.55016 -0.54221 -6.50104
H: -0.41410 -1.89115 -7.62775
C: 0.47571 -1.96580 1.56008
H: -2.19527 0.26221 4.32656
C: -0.83503 0.18507 2.13973
F: 1.36540 -1.85131 0.49377
H: -0.37960 3.52670 3.20789
H: -2.14284 -3.62839 5.33708
H: -4.87681 -0.95378 -2.15392
C: 2.06023 2.50444 0.33049
N: -2.33300 1.03998 0.45028
F: 2.33920 -1.09550 -7.35752
C: -0.53444 -0.88102 1.29348
C: -1.19315 0.07354 4.68223
O: 5.03231 1.91765 -1.49523
C: -0.28189 -2.48429 -5.54935
H: 0.10468 -3.88929 2.44597
C: 1.99064 -1.81414 -5.04905
O: 1.62916 -1.34219 -3.88897
H: 4.54955 -1.09739 -0.56319
H: -0.52880 3.08688 0.24404
H: 1.85826 4.14811 1.60969
H: -0.93903 0.76735 5.47318
H: 5.15309 -0.56111 -2.12980
H: 1.68012 1.50247 0.15193
C: -0.21247 0.31361 3.50535
H: -0.81632 -3.44090 -5.62303
F: 3.49214 -0.13616 -5.80283
H: 4.10898 3.23899 0.20956
H: 2.94650 -2.38934 -5.09091
H: 1.36068 2.68207 2.36309
H: -1.17931 -3.33331 1.33756
H: -1.31887 -4.29589 3.95670
O: -4.45801 -0.19602 -1.72882

---

Entry 4:
This record from OMol25 describes one molecule with the formula C2H7O4PS2 in a non-equilibrium geometry. The level of theory is wB97M-V/def2-TZVPD.

Properties
E_tot ... -1518.96290 Ha
Gap between HOMO and LUMO ... 10.03 eV
F_max ... 3.4 eV Å⁻¹
HOMO ... -0.377 hartree
SMILES string ... CS(=O)(=O)PS(C)(=O)=O
Relative energy (zero: lowest compared OMol25 entry of this formula, charge and spin) ... 0.0 kJ/mol

Geometry (Å):
P: 0.43280 0.19861 -1.59902
H: -2.52576 2.08073 -1.59845
H: 2.14068 -1.32910 1.82941
O: 2.17693 0.84179 0.68865
H: 1.97383 -2.69912 0.56928
O: -0.11748 2.03389 0.40437
H: -0.25875 -1.29955 -1.50535
C: 1.57069 -1.78383 1.01592
H: -3.02537 2.16833 0.13498
S: 1.88313 -0.35189 -0.08048
S: -0.89886 0.91323 -0.00239
C: -2.60049 1.48625 -0.69490
O: 3.05321 -0.76968 -0.85621
H: 0.58038 -1.85007 1.59651
H: -3.24242 0.63361 -0.68687
O: -1.14253 -0.27320 0.78455

---

Entry 5:
This record from OMol25 describes a 2-piece molecular cluster, C33H28N2O3S overall in a non-equilibrium geometry. The level of theory is wB97M-V/def2-TZVPD.

Properties
E_tot ... -2007.61948 Ha
Gap between HOMO and LUMO ... 5.85 eV
F_max ... 1.4 eV Å⁻¹
HOMO ... -0.263 hartree
Relative energy (zero: lowest compared OMol25 entry of this formula, charge and spin) ... 8.6 kJ/mol

Geometry (Å):
H: 6.86577 3.04519 -0.91556
H: -1.33179 5.40400 -0.77299
C: 2.46227 -2.77692 -1.03534
H: -1.49905 -4.79718 2.44550
C: 2.91720 -5.14215 -0.62325
C: 0.16271 -2.02716 -0.10730
H: -1.97666 2.22849 3.00149
C: 1.33574 -2.88610 -0.23469
C: -1.50283 4.72170 0.06475
H: -5.79090 -0.60485 -1.64013
N: -0.27841 -4.00758 0.92746
C: -2.38688 5.04440 1.09823
C: 6.52194 3.20386 1.23108
C: 3.26514 -3.91491 -1.21095
H: -0.17884 3.26174 -0.76816
C: 1.12377 1.15589 0.66322
H: -3.83832 -4.46383 -2.24407
C: -4.25745 1.76118 -1.18856
H: 2.67892 -1.81744 -1.50136
H: -5.27179 1.38484 -1.34841
H: -1.46800 1.74303 -1.27453
C: -1.96979 0.78206 -1.25748
O: 2.15263 2.40378 -1.32264
H: 0.76803 -0.21472 -1.15161
C: -3.78254 -3.39204 -2.02427
C: -0.80039 3.51265 0.09450
C: -2.52902 -2.79726 -1.78815
H: 7.55812 3.45091 1.47442
H: 4.16841 -3.84818 -1.81694
O: -0.73464 0.36880 1.88186
H: -1.88360 -5.37766 0.81267
C: 3.87282 2.51983 0.60755
H: -3.26852 4.36302 2.97436
H: 4.53970 2.47710 -1.45221
H: -1.60942 -3.38027 -1.86451
C: -1.37891 -0.49416 -1.19323
C: -4.96264 -2.62358 -1.98938
C: -0.06527 -0.82106 -0.78946
H: -4.04033 2.55154 -1.91889
H: 3.44022 2.98513 2.68174
C: 6.15018 2.95348 -0.09587
H: -2.96809 5.96917 1.05243
C: -0.17720 1.31651 1.29261
O: 1.72637 3.72722 0.77718
H: 5.80026 3.41282 3.27545
H: -4.18533 2.19698 -0.17977
H: 1.44555 -6.21131 0.61432
C: -0.91792 2.63506 1.17812
C: 1.76830 -5.26533 0.17994
C: -1.84427 2.94130 2.18383
H: -1.74218 -2.44992 1.03704
C: 4.83341 2.60920 -0.41268
C: 1.01631 -4.11986 0.39111
C: -2.45994 -1.44147 -1.49791
H: -5.92491 -3.10662 -2.17172
C: -3.65675 -0.68836 -1.49996
C: -2.56778 4.14183 2.16002
C: -4.91261 -1.24534 -1.71423
H: 1.73092 0.29184 0.93458
N: -3.32247 0.65767 -1.33187
C: 4.21348 2.88606 1.92200
H: 3.54712 -6.01719 -0.78268
C: 5.54415 3.17545 2.23815
C: -1.05892 -5.09929 1.48745
H: -0.41416 -5.97142 1.62871
S: 2.11463 2.48221 0.13227
C: -0.76557 -2.76277 0.67671

---

Entry 6:
This record from OMol25 describes an isolated ion of composition C30H59BrN3O2P2S and charge +1 in a non-equilibrium geometry. The level of theory is wB97M-V/def2-TZVPD.

Properties
E_tot ... -5147.29374 Ha
Gap between HOMO and LUMO ... 7.95 eV
F_max ... 11.7 eV Å⁻¹
HOMO ... -0.429 hartree
Charge ... +1

Geometry (Å):
C: -2.85293 -2.40377 -1.47400
H: -3.27507 0.99115 6.25000
C: -3.56569 -0.85157 2.30050
H: -2.80315 3.85409 -1.44075
H: 5.77518 0.53648 -1.66171
H: 3.87387 2.54367 5.02178
H: -3.05879 0.08321 -2.12581
H: -1.51464 -1.31710 1.17973
Br: 3.76850 -4.46300 2.01685
H: -2.33566 2.02673 -1.45383
C: 2.01823 0.50512 -2.86261
C: -2.57282 1.03320 4.06394
C: -2.08166 -0.98699 5.86811
C: 3.24285 -1.46225 -2.11111
H: -2.12622 -1.88611 5.12052
N: 4.92758 -1.36502 -0.04196
C: -3.25429 2.91110 -3.46734
H: -4.21755 -0.25398 5.15461
H: 2.79453 0.95554 3.35803
H: 4.84656 2.63454 -0.20200
C: 2.86984 0.27889 -0.46356
H: -3.71694 -3.42686 2.24926
C: -2.14623 -1.66230 2.11044
P: 4.78309 0.79173 1.66042
H: -3.52759 -2.27841 -3.65721
H: 2.19041 2.72492 -3.50433
O: 1.67135 -3.32464 0.42129
H: -2.85565 1.32954 1.79928
H: 2.95879 2.58361 2.25302
H: 3.24930 -1.72482 -3.27596
H: -4.48142 1.19496 2.80582
H: 3.80109 -1.53556 2.61057
H: -1.39646 0.85923 3.97072
C: 2.65161 -2.94189 1.24089
H: -4.96859 -2.52921 -2.42523
C: -2.55725 -3.27890 2.02575
C: -2.32925 2.99194 -2.11572
H: -0.17486 2.28076 -4.25813
H: -4.24793 -1.43020 3.06727
H: 2.23251 -1.93038 -1.70676
H: 5.27450 -2.09756 0.63825
C: 0.84705 1.11112 0.52386
C: -3.96217 -1.95223 -2.61430
H: -4.11609 -0.90029 1.25181
H: 5.95966 2.99771 1.32102
C: 4.46082 2.37073 4.02429
C: 3.84240 -0.52764 0.57104
H: 3.01997 1.44168 -0.24216
H: -2.66010 -1.53178 -0.70318
C: -0.76744 3.50486 -2.40826
C: 4.59539 -1.97723 -1.36597
H: -0.32815 3.74472 -1.32593
H: 4.46313 -3.14987 -1.18584
H: -4.38950 3.09608 -3.17549
H: -4.98878 0.00215 -1.72167
C: 3.51131 1.70909 2.81641
H: -2.96025 3.77217 -4.20529
S: 5.22766 0.10789 -4.30356
C: -3.28265 -3.72775 -0.60377
H: -1.06297 -3.54739 0.23417
H: 5.51909 -1.89763 -2.11818
H: -4.32113 -3.63417 -0.05516
H: -0.74849 4.43981 -3.12383
H: -2.00473 -5.12613 0.69739
H: -3.30379 1.71926 -5.41161
H: -1.45663 -1.47485 3.06405
H: -2.35974 -1.33090 6.96534
H: 6.52416 1.69396 0.06755
C: 1.58461 2.07701 -2.70531
H: 5.33787 1.58501 4.17714
P: 4.63926 0.82588 -2.54856
C: 3.01561 -1.42291 1.71750
C: -4.44447 0.45016 -3.89978
C: -2.12711 -3.96153 0.58038
H: 2.11217 -0.82085 2.19063
O: 0.31918 2.24302 1.06267
H: -2.20685 0.87339 -4.12741
H: -4.44521 -0.38901 -4.72958
C: -3.39364 0.73977 2.67034
H: -0.99731 -0.54402 5.85635
C: 5.57607 2.15332 0.59240
H: 1.81009 2.56070 -1.66541
H: 4.97304 3.35656 3.61872
H: 4.49165 2.25978 -2.62082
H: -1.84067 -2.63733 -2.01471
H: -1.98882 -3.85016 2.90516
H: 1.05968 -0.20267 -2.78572
H: -3.26194 -4.68976 -1.28691
C: -3.14302 0.19626 5.37202
H: -0.56216 1.25640 -2.72348
N: 3.15062 0.06513 -1.93343
C: 0.00137 2.23404 -3.10191
C: -4.10945 -0.30320 -2.46779
H: 2.37571 0.37795 -3.99503
N: 1.37042 0.04099 -0.18242
H: -2.72446 2.18540 4.31221
C: -3.20732 1.47019 -4.25326
H: -5.49210 0.97721 -3.92571